1.
Molecular formula: C3H8N2O2
Method: DFT, ωB97M-V/def2-TZVPD

HOMO-LUMO gap (eV): 9.9
ΔE to the lowest compared entry with this formula, charge and spin (kJ/mol): 133.8
SMILES: NCC(=O)NCO
Net charge: 0
Maximum force (eV/Å): 2.8

```
15
Properties=species:S:1:pos:R:3:lowdin_charge:R:1
N -0.429 2.285 1.184 0.01
C 0.107 1.019 0.631 -0.19
C -0.947 0.281 -0.152 -0.46
O -2.113 0.591 -0.123 0.07
N -0.581 -0.807 -0.947 0.07
C 0.511 -1.652 -0.564 -0.25
O 1.782 -0.994 -0.447 -0.06
H -0.422 2.183 2.191 0.06
H -1.373 2.354 0.803 0.06
H 0.512 0.379 1.421 0.12
H 0.949 1.212 -0.033 0.11
H -1.223 -1.025 -1.666 0.13
H 0.366 -2.248 0.336 0.13
H 0.611 -2.368 -1.382 0.12
H 2.249 -1.211 -1.252 0.08
```

=====

2.
Molecular formula: C3H8N2O2
Method: DFT, ωB97M-V/def2-TZVPD

HOMO-LUMO gap (eV): 10.1
ΔE to the lowest compared entry with this formula, charge and spin (kJ/mol): 234.6
SMILES: NCCNC(=O)O
Net charge: 0
Maximum force (eV/Å): 5.2

```
15
Properties=species:S:1:pos:R:3:lowdin_charge:R:1
N 0.803 0.069 2.425 0.01
C 0.458 -0.765 1.179 -0.21
C -0.644 0.082 0.408 -0.16
N -0.888 -0.465 -0.969 0.02
C -0.315 0.246 -1.989 -0.64
O 0.209 -0.363 -2.921 0.05
O -0.488 1.574 -1.908 0.13
H 1.089 0.904 2.134 -0.02
H 1.537 -0.267 3.034 0.06
H 1.379 -0.961 0.347 0.16
H 0.028 -1.685 1.462 0.07
H -0.112 1.018 0.184 0.11
H -1.712 0.008 0.798 0.14
H -1.090 -1.400 -1.506 0.20
H -0.254 2.005 -2.678 0.08
```

=====

3.
Molecular formula: C3H8N2O2
Method: DFT, ωB97M-V/def2-TZVPD

HOMO-LUMO gap (eV): 10.5
ΔE to the lowest compared entry with this formula, charge and spin (kJ/mol): 33.9
SMILES: NC(=O)NCCO
Net charge: 0
Maximum force (eV/Å): 0.4

```
15
Properties=species:S:1:pos:R:3:lowdin_charge:R:1
N 2.351 0.985 -0.233 0.15
C 0.989 0.828 -0.070 -0.58
O 0.337 1.631 0.587 0.05
N 0.476 -0.283 -0.692 0.05
C -0.879 -0.788 -0.488 -0.16
C -1.384 -0.695 0.953 -0.28
O -1.989 0.527 1.256 -0.08
H 2.737 1.640 0.433 0.11
H 2.886 0.136 -0.337 0.10
H 0.880 -0.496 -1.591 0.13
H -0.849 -1.842 -0.788 0.12
H -1.606 -0.276 -1.128 0.13
H -0.562 -0.942 1.641 0.12
H -2.153 -1.458 1.090 0.12
H -1.308 1.200 1.077 0.04
```

=====

4.
Molecular formula: C3H8N2O2
Method: DFT, ωB97M-V/def2-TZVPD

HOMO-LUMO gap (eV): 10.8
ΔE to the lowest compared entry with this formula, charge and spin (kJ/mol): 397.0
Net charge: 0
Maximum force (eV/Å): 3.2

```
15
Properties=species:S:1:pos:R:3:lowdin_charge:R:1
C 0.864 0.970 1.143 -0.13
C -1.432 0.241 1.037 -0.09
N -0.094 0.174 0.497 -0.20
O -0.102 1.130 -0.930 -0.13
H -0.349 0.730 -1.781 0.06
H 1.614 0.353 1.637 0.09
H 1.222 1.497 0.162 0.12
H -2.121 -0.248 0.352 0.09
H -1.755 1.267 1.232 0.09
H -1.420 -0.314 1.980 0.10
H 0.489 1.798 1.754 0.09
N 0.676 -2.074 -1.060 0.19
C 0.894 -2.048 -2.236 -0.43
O 1.072 -2.149 -3.384 0.13
H 0.442 -1.328 -0.402 0.03
```

=====

> maximum force of number 3 (C3H8N2O2)?

0.4 eV/Å

=====

> maximum force of number 3 (C3H8N2O2)?

0.4 eV/Å

=====

What did the third record say?
Molecular formula: C3H8N2O2
Method: DFT, ωB97M-V/def2-TZVPD

HOMO-LUMO gap (eV): 10.5
ΔE to the lowest compared entry with this formula, charge and spin (kJ/mol): 33.9
SMILES: NC(=O)NCCO
Net charge: 0
Maximum force (eV/Å): 0.4

```
15
Properties=species:S:1:pos:R:3:lowdin_charge:R:1
N 2.351 0.985 -0.233 0.15
C 0.989 0.828 -0.070 -0.58
O 0.337 1.631 0.587 0.05
N 0.476 -0.283 -0.692 0.05
C -0.879 -0.788 -0.488 -0.16
C -1.384 -0.695 0.953 -0.28
O -1.989 0.527 1.256 -0.08
H 2.737 1.640 0.433 0.11
H 2.886 0.136 -0.337 0.10
H 0.880 -0.496 -1.591 0.13
H -0.849 -1.842 -0.788 0.12
H -1.606 -0.276 -1.128 0.13
H -0.562 -0.942 1.641 0.12
H -2.153 -1.458 1.090 0.12
H -1.308 1.200 1.077 0.04
```

=====

> Among the records above, which one has the highest maximum force?

number 2